Record 1
Entry from the Open Molecules 2025 dataset: a structure of composition C16H17BrInNO3S2 in a non-equilibrium geometry (wB97M-V/def2-TZVPD).

Summary:
Multiplicity ... 1
Electronic energy ... -121385.63775 eV
Net charge ... -2
Molar mass ... 530.17 g/mol

XYZ file:
```
41
Properties=species:S:1:pos:R:3:lowdin_charge:R:1
H 0.82 -2.98 0.53 0.09
In 1.29 0.66 -1.02 0.52
C 2.66 0.85 3.33 -0.18
C 2.52 1.26 2.01 -0.69
H 4.06 0.58 4.92 0.07
S 3.69 1.30 -0.60 0.54
C -1.52 2.74 -0.88 -0.16
C 3.70 1.35 1.11 -0.72
H -2.59 -3.95 -0.24 0.09
H -0.63 0.29 -3.01 0.03
H 5.83 1.30 1.15 0.07
C -0.50 1.14 -2.36 -0.20
H -2.33 -1.91 0.50 0.08
H 6.13 1.13 3.51 0.10
Br -5.44 3.75 -0.29 0.48
H -1.86 -4.31 -1.87 0.07
S 0.90 1.44 1.37 0.57
C -3.93 1.55 -1.20 -0.24
N -1.62 1.51 -1.53 -0.21
H -2.85 -0.20 -1.82 0.07
C 0.02 -3.62 0.10 -0.04
C -2.61 3.29 -0.23 -0.17
H -0.11 2.06 -2.79 0.02
H -2.50 4.17 0.40 0.08
H -0.54 3.22 -0.82 0.07
C -2.83 0.84 -1.56 -0.15
O -0.21 -2.26 -3.03 0.05
C 3.90 0.81 3.89 -0.15
C -3.84 2.77 -0.60 -0.83
C -0.95 -2.72 -0.70 -0.53
C -0.06 -2.09 -1.84 -0.54
O 1.00 -1.39 -1.36 -0.23
H -2.87 -2.79 -1.72 0.11
H -0.51 -4.20 0.86 0.07
H 1.79 0.54 3.87 0.08
C -2.15 -3.52 -1.19 -0.05
C 5.05 1.05 3.12 -0.16
C 4.97 1.26 1.77 -0.19
O -1.49 -1.67 0.11 -0.03
H -4.98 1.10 -1.37 0.09
H 0.60 -4.36 -0.51 0.10
```



Record 2
Entry from the Open Molecules 2025 dataset: a structure of composition C16H17Cl2F5O2Tc in a non-equilibrium geometry (wB97M-V/def2-TZVPD).

Summary:
Multiplicity ... 4
Electronic energy ... -61791.88040 eV
Net charge ... -2
Molar mass ... 505.21 g/mol

XYZ file:
```
43
Properties=species:S:1:pos:R:3:lowdin_charge:R:1
C -0.09 -2.01 2.35 -0.25
H 3.84 4.69 0.35 -0.25
C 0.09 -1.79 4.76 -0.15
H -0.43 3.28 -2.23 0.06
C -3.04 0.08 -1.69 -0.10
H -0.45 -3.12 -0.97 0.06
C 0.17 0.17 3.36 -0.28
O 2.88 4.70 0.25 -0.71
H 2.72 1.20 -1.75 0.07
C 0.64 0.74 -1.92 -0.35
Tc -0.02 0.45 0.25 1.17
F -0.16 -3.94 3.76 0.06
H 1.70 2.60 -1.94 0.06
C 0.63 -0.66 -1.64 -0.33
O 1.77 0.56 0.95 -0.43
H 1.93 -2.01 -2.62 0.08
H -3.44 -0.68 -1.03 0.05
F 0.28 1.52 3.25 0.02
F 0.13 -2.36 5.99 0.06
C -0.73 1.19 -1.94 -0.33
F 0.35 0.37 5.73 0.07
C -1.24 -2.45 -1.31 -0.05
H -3.41 -0.13 -2.70 0.07
Cl -2.11 0.67 1.34 0.02
H 1.70 -2.36 -0.91 0.07
C 1.81 -1.56 -1.64 -0.05
Cl 0.14 2.82 0.53 0.11
H -2.03 2.86 -1.66 0.07
C -1.21 2.54 -2.30 -0.09
H -2.05 -2.49 -0.59 0.08
C 0.20 -0.41 4.63 -0.14
C 0.01 -0.62 2.20 -0.24
C -0.74 -1.06 -1.49 -0.30
C -0.05 -2.59 3.63 -0.15
H -1.58 2.52 -3.33 0.08
H -3.44 1.04 -1.38 0.06
C 1.83 1.57 -2.25 -0.05
H 2.01 1.55 -3.32 0.08
H 2.72 -1.02 -1.40 0.07
C -1.56 0.07 -1.69 -0.35
F -0.21 -2.81 1.28 0.05
H -1.61 -2.82 -2.27 0.08
H 2.04 -0.28 1.33 0.00
```